Formula: C8H9FGaI2O4STb
Source: the Open Molecules 2025 dataset
Level of theory: ωB97M-V/def2-TZVPD

Geometry as XYZ:
```
27
Properties=species:S:1:pos:R:3:forces:R:3:lowdin_spin:R:1
I 3.67011 -0.19393 2.75091 2.238 -0.064 -0.343 0.126
I 5.45166 0.44687 0.76243 -0.655 -0.199 0.906 0.865
Tb 0.73940 0.80996 2.77917 1.377 3.040 2.498 4.082
Ga -0.56272 -2.05293 0.78476 0.096 1.397 -0.230 0.010
S 1.09560 -0.56639 0.18699 -0.695 -1.218 0.441 0.025
C -2.50865 -1.84183 0.11557 -5.486 -3.020 -4.501 0.006
C -1.14186 -0.95434 2.36423 0.994 -1.962 3.321 0.145
C 0.57783 -0.01309 -1.51564 -0.482 -0.036 -1.313 0.002
C 1.59112 1.07466 -1.85723 0.180 0.066 0.394 -0.001
C -0.83751 0.53267 -1.52765 -0.009 0.124 0.239 0.000
C 0.71175 -1.23487 -2.42865 0.489 0.013 0.141 0.001
C -2.02428 1.39913 2.60341 -5.879 4.395 2.460 0.060
C -2.21032 -0.04391 2.02403 -2.210 -0.723 -2.158 0.147
O -0.44281 -0.89008 3.48134 -1.622 1.084 -3.199 0.109
O -3.47733 -2.13881 -0.46788 4.896 1.344 2.885 0.007
O -2.69420 2.28490 3.00503 4.111 -4.197 -2.018 0.132
O -3.12502 -0.22399 1.15625 3.236 1.540 3.073 0.313
H 1.42751 1.39311 -2.89251 0.113 -0.088 0.112 0.000
H 2.61311 0.70078 -1.73438 -0.079 0.124 -0.302 0.000
H 1.45343 1.95235 -1.21510 0.036 -0.015 -0.142 0.000
H -1.06995 0.86655 -2.54941 -0.067 -0.157 0.259 0.000
H -0.93195 1.40567 -0.87148 -0.122 -0.058 -0.072 0.000
H -1.56564 -0.23861 -1.23411 0.093 0.358 -0.321 0.000
H 0.53241 -0.94468 -3.46957 -0.020 0.039 0.162 0.000
H -0.00229 -2.03384 -2.18656 0.007 0.083 0.020 0.000
H 1.72933 -1.63289 -2.35935 -0.189 -0.118 -0.168 0.000
F 1.00127 2.13752 4.29540 -0.352 -1.751 -2.144 -0.028
```
Forces are in eV/Å.

Calculated values
energy relative to the best compared isomer or geometry (same formula, charge and spin) = 96.9 kcal/mol
HOMO energy (spin up / spin down) = -23.62 / -24.03 eV
orbital gap (spin up / spin down) = 6.106 / 5.793 eV
total charge = +4
largest force on an atom = 7.7 eV/Å
2S+1 = 7